163
Properties=species:S:1:pos:R:3:forces:R:3:mulliken_charge:R:1 method="wB97M-V/def2-TZVPD" total_energy_ha=-4431.31572 charge=+1 molar_mass_g_mol=1149.2 de_lowest_ev=0.000
C 1.24929 -3.86399 2.54109 0.52 0.25 -0.15 -0.71
O 2.65162 -3.76856 2.38353 -0.90 0.26 0.05 -0.42
C 3.01950 -2.57394 1.70230 1.30 -0.45 -0.13 -0.33
C 3.56497 -2.87532 0.30228 -0.48 0.71 0.05 -1.16
C 2.56611 -2.62589 -0.83483 0.75 0.12 -0.15 -0.56
C 2.34894 -1.10502 -1.01889 -0.25 -0.57 -0.64 -0.70
C 0.90591 -0.65583 -1.24493 -0.16 0.58 1.09 -0.95
C -0.14408 -1.28444 -0.30693 -0.45 -0.92 -1.11 0.49
C -1.11806 -2.13956 -1.15892 0.22 0.38 1.11 -1.38
C -2.18090 -2.86328 -0.28028 0.56 0.82 -1.32 -0.45
C -3.53634 -2.79306 -0.99113 -0.29 -0.44 0.85 -0.90
C -4.80666 -2.88367 -0.09969 0.35 0.33 -0.80 -1.70
N -4.63524 -2.52216 1.29938 -0.26 -1.17 -0.76 0.18
C -4.44758 -3.41284 2.27149 0.36 0.11 2.88 0.25
N -4.42923 -4.76399 2.11161 0.21 0.76 -2.30 -0.54
C -3.31591 -5.35200 1.83733 -0.34 -0.31 -0.09 0.95
C -2.00423 -5.02464 2.46857 0.16 0.37 -0.50 -1.01
C -3.32915 -6.46890 0.82464 0.32 0.12 0.75 -1.28
N -4.31665 -2.80461 3.46481 -0.07 -0.06 -0.53 -0.66
C -4.41924 -1.50535 3.19652 -0.03 0.80 0.08 0.42
N -4.30640 -0.58377 4.15722 0.54 0.06 1.00 0.00
C -4.07273 -1.08603 5.52749 -0.23 0.20 -0.07 -0.73
S -4.37349 1.11830 3.92234 -0.64 0.56 -0.71 -0.17
N -4.64457 -1.26577 1.87644 -0.02 -0.32 0.21 0.61
C -4.86756 -0.08233 1.08791 0.43 0.86 -0.74 -1.63
C -3.57174 0.54740 0.56806 0.28 -0.44 -0.42 0.82
O -3.91753 1.47703 -0.45699 -0.21 -0.01 -0.16 -0.37
C -3.87005 0.91151 -1.69306 -2.03 -0.47 -1.70 -0.15
O -4.83275 0.84906 -2.44301 1.77 0.30 1.81 -0.51
H 0.78524 -3.96494 1.55459 -0.27 -0.17 0.04 0.10
H 1.03127 -4.71353 3.18022 -0.03 -0.19 -0.06 0.38
H 0.86279 -2.95845 3.01913 -0.14 0.02 0.06 0.42
H 3.84910 -2.14579 2.26625 -0.07 0.06 0.28 0.33
H 2.22888 -1.82409 1.68787 -0.25 -0.08 0.02 0.33
H 4.02200 -3.86029 0.28159 -0.13 -0.19 0.08 0.46
H 4.37336 -2.15934 0.14756 0.20 -0.06 -0.17 0.44
H 3.04239 -2.99966 -1.73981 -0.18 -0.16 -0.18 0.46
H 1.63883 -3.18710 -0.72682 -0.09 -0.02 0.21 0.27
H 2.81203 -0.55293 -0.20479 -0.18 0.08 0.23 0.29
H 2.90020 -0.82860 -1.91611 0.19 0.24 0.03 0.43
H 0.57996 -0.80009 -2.27215 0.14 -0.14 -0.19 0.25
H 0.87737 0.41901 -1.06343 0.07 0.16 -0.24 0.30
H 0.28713 -1.97101 0.41922 0.20 0.29 0.32 -0.36
H -0.76599 -0.54546 0.19484 0.27 0.20 0.31 0.32
H -0.51753 -2.84049 -1.73239 -0.16 -0.10 -0.28 0.82
H -1.60335 -1.43219 -1.82756 -0.08 -0.18 -0.40 0.41
H -2.16277 -2.35385 0.68327 -0.23 -0.22 0.25 0.24
H -1.82852 -3.88568 -0.19687 -0.23 -0.23 0.51 0.69
H -3.62051 -1.89197 -1.58965 0.15 0.14 -0.08 0.42
H -3.58261 -3.63880 -1.67236 -0.13 0.08 -0.31 0.60
H -5.56696 -2.27168 -0.57521 -0.28 0.10 0.27 0.34
H -5.19085 -3.89591 -0.09929 -0.06 -0.15 0.32 0.72
H -1.91461 -3.99115 2.78913 -0.17 0.04 0.30 0.35
H -1.90271 -5.69626 3.32023 0.02 0.02 0.20 0.47
H -1.18073 -5.22755 1.79284 0.08 -0.15 -0.06 0.26
H -2.34364 -6.50554 0.36771 0.06 -0.17 -0.08 0.37
H -4.06661 -6.23942 0.06676 -0.27 -0.25 0.00 0.33
H -3.51049 -7.43000 1.30142 -0.16 -0.16 -0.11 0.37
H -4.97135 -1.58635 5.87069 0.06 -0.25 0.16 0.29
H -3.20343 -1.73069 5.55838 -0.04 -0.30 -0.12 0.34
H -3.86663 -0.25073 6.18320 -0.10 0.21 0.00 0.29
H -3.78537 1.58392 5.03565 0.22 -0.63 0.04 0.16
H -5.45405 -0.30339 0.20056 -0.23 -0.42 0.08 0.34
H -5.43276 0.68186 1.60713 -0.19 -0.21 0.42 0.74
H -2.95840 -0.22939 0.10364 0.20 -0.14 0.28 -0.49
H -3.00224 1.03896 1.34878 0.01 0.19 0.03 0.25
H -2.90055 0.48943 -2.01090 0.07 0.18 0.42 0.75
C 1.20312 2.11928 9.11060 0.15 0.01 0.25 -0.63
O 0.38232 2.65640 8.06664 -0.03 0.06 0.02 -0.33
C 0.21003 1.84480 7.03396 0.04 0.13 0.12 0.77
O 0.66416 0.73978 6.90880 -0.02 -0.14 -0.06 -0.54
O -0.56985 2.46681 6.13999 -0.12 0.05 -0.06 -0.28
C -0.82668 1.69552 4.97332 -0.03 0.00 -0.23 -0.53
H 1.25997 2.87893 9.88382 -0.10 0.10 -0.10 0.22
H 0.75528 1.21866 9.52533 0.03 -0.06 -0.09 0.29
H 2.20420 1.90888 8.74070 -0.04 -0.10 -0.05 0.30
H -1.34753 0.77174 5.23083 0.14 -0.08 0.00 0.16
H 0.09807 1.47203 4.44364 0.01 -0.13 0.07 0.40
H -1.46297 2.29408 4.32647 0.03 0.16 0.11 0.19
C 7.63352 -3.29685 7.22771 0.17 0.10 0.16 -0.63
O 7.10653 -4.38621 6.46834 0.05 -0.02 0.03 -0.33
C 6.01796 -4.08763 5.76327 0.07 -0.10 0.00 0.76
O 5.47472 -3.01459 5.72370 -0.05 0.11 -0.01 -0.55
O 5.63552 -5.18049 5.10845 -0.05 -0.13 0.00 -0.33
C 4.46609 -5.00029 4.30466 -0.04 -0.15 -0.07 -0.48
H 8.50880 -3.67378 7.74828 -0.02 -0.14 -0.07 0.22
H 7.93128 -2.48010 6.57298 -0.11 0.04 0.00 0.30
H 6.90524 -2.94945 7.95801 -0.05 0.06 -0.08 0.29
H 4.63624 -4.25282 3.53983 0.00 0.11 0.08 0.16
H 3.61440 -4.72298 4.92304 0.04 0.16 -0.02 0.28
H 4.26056 -5.95370 3.82590 0.15 -0.06 0.06 0.29
C 5.16499 2.30055 1.00992 0.22 -0.12 0.07 -0.72
O 3.74556 2.38406 0.84698 -0.02 -0.12 0.04 -0.20
C 3.32464 3.50664 0.26781 -0.11 -0.11 0.02 0.70
O 4.01863 4.41054 -0.11027 0.10 0.04 -0.05 -0.56
O 1.99567 3.45537 0.17679 -0.10 -0.04 0.00 -0.22
C 1.41042 4.61087 -0.43492 -0.19 0.15 -0.08 -0.68
H 5.36899 1.34618 1.48690 -0.16 -0.02 0.01 0.19
H 5.66512 2.33133 0.04387 -0.01 0.12 0.00 0.33
H 5.52607 3.10282 1.65018 0.00 0.07 -0.09 0.34
H 1.76741 4.72674 -1.45617 0.09 0.04 0.04 0.27
H 1.62834 5.50545 0.14499 0.11 0.01 -0.05 0.36
H 0.33652 4.44705 -0.44925 0.02 -0.14 0.06 0.18
C -3.22811 3.21800 -4.10653 -0.12 -0.01 0.11 -0.21
O -1.80578 3.06700 -4.12721 -0.01 -0.10 0.09 -0.13
C -1.17149 3.88585 -4.97140 0.06 -0.09 0.06 0.56
O -1.68895 4.69656 -5.68630 -0.07 0.08 -0.05 -0.55
O 0.13350 3.63772 -4.87336 0.15 -0.04 0.02 -0.15
C 0.94954 4.44513 -5.73059 0.23 0.11 -0.16 -0.80
H -3.59151 2.49126 -3.38754 0.09 0.21 -0.25 -0.27
H -3.50542 4.22003 -3.78380 0.02 0.04 -0.11 0.35
H -3.66020 3.00319 -5.08189 0.04 0.09 -0.03 0.34
H 0.83661 5.49904 -5.48565 -0.11 0.00 -0.06 0.39
H 0.70069 4.26823 -6.77489 -0.10 0.08 0.01 0.34
H 1.98187 4.15141 -5.56256 -0.06 -0.13 0.15 0.22
C 5.64822 -0.03354 -8.20111 0.23 0.00 -0.12 -0.55
O 4.82929 -0.36544 -7.07563 0.04 -0.05 0.02 -0.33
C 3.64425 0.23574 -7.06007 0.18 0.03 0.11 0.80
O 3.22886 1.00561 -7.88488 -0.05 0.11 -0.05 -0.55
O 2.99289 -0.16153 -5.96714 -0.08 -0.08 0.12 -0.25
C 1.69294 0.41219 -5.82555 -0.27 0.06 0.09 -0.31
H 6.57422 -0.58853 -8.08719 -0.06 -0.07 0.13 0.23
H 5.16605 -0.33139 -9.12964 -0.06 0.09 0.00 0.22
H 5.86828 1.03195 -8.21450 -0.11 0.02 -0.05 0.30
H 1.05341 0.12789 -6.65991 0.05 0.10 -0.07 0.30
H 1.75565 1.49522 -5.74660 -0.02 0.01 -0.11 0.27
H 1.26420 0.01906 -4.90767 0.18 -0.10 0.05 -0.09
C 4.36438 10.97963 2.44081 -0.07 0.21 0.09 -0.63
O 5.30902 9.90951 2.39240 0.02 0.05 0.06 -0.33
C 5.03384 8.97676 1.48189 0.11 -0.01 0.07 0.79
O 4.08898 8.97609 0.73750 -0.11 0.00 -0.06 -0.54
O 5.98353 8.04804 1.54108 0.11 -0.05 0.01 -0.33
C 5.81563 6.97599 0.60742 0.05 -0.18 -0.08 -0.47
H 4.70391 11.66110 3.21524 0.12 -0.09 0.03 0.22
H 4.33182 11.50737 1.48964 -0.07 -0.08 -0.04 0.29
H 3.37486 10.60790 2.70041 -0.02 -0.03 -0.11 0.29
H 5.84470 7.34957 -0.41436 -0.12 0.03 0.01 0.29
H 4.88572 6.44699 0.78914 -0.07 0.08 -0.08 0.18
H 6.64594 6.29172 0.75741 0.07 0.12 0.13 0.25
C 2.58677 -1.73806 -9.35903 0.03 0.22 -0.05 -0.68
O 1.52302 -2.62195 -9.71850 -0.04 0.07 0.00 -0.34
C 1.81829 -3.91364 -9.58326 -0.10 0.04 -0.07 0.75
O 2.86449 -4.36139 -9.19772 0.11 -0.05 0.06 -0.54
O 0.75199 -4.62304 -9.94976 -0.08 -0.02 0.00 -0.33
C 0.93038 -6.03751 -9.85767 -0.08 -0.23 -0.04 -0.63
H 2.23048 -0.72463 -9.51169 -0.17 -0.07 -0.05 0.37
H 2.85179 -1.86994 -8.31110 0.09 -0.15 -0.03 0.27
H 3.45462 -1.90579 -9.99501 0.04 -0.12 0.08 0.30
H 1.13458 -6.33342 -8.83027 0.12 0.03 -0.02 0.29
H 1.73480 -6.36710 -10.51206 0.08 0.03 0.08 0.30
H -0.00150 -6.49156 -10.18171 -0.06 0.15 -0.03 0.22
C -11.39625 2.38674 3.33823 -0.19 0.05 0.20 -0.63
O -10.94632 2.22796 1.98859 -0.05 0.01 -0.01 -0.34
C -9.65209 1.97677 1.86592 -0.15 0.03 -0.04 0.75
O -8.85603 1.87324 2.76378 0.12 -0.05 0.07 -0.55
O -9.37078 1.85242 0.56620 0.02 -0.01 -0.02 -0.33
C -8.00022 1.58412 0.30746 0.24 -0.03 -0.28 -0.51
H -12.46217 2.58553 3.28971 0.01 -0.01 -0.17 0.22
H -11.22772 1.47546 3.90836 0.11 0.02 0.01 0.30
H -10.89644 3.22875 3.81234 0.09 -0.06 0.01 0.30
H -7.70579 0.64179 0.77081 -0.01 0.05 0.10 0.17
H -7.37132 2.39870 0.66649 0.01 -0.06 0.10 0.32
H -7.88339 1.50036 -0.76989 -0.17 0.04 -0.02 0.29